(1)
A molecular structure, C39H50ClF6N8O11S5SiZr. Source: the OMol25 dataset; level of theory: ωB97M-V/def2-TZVPD.

## Properties
Spin multiplicity: 1
E_LUMO in eV: 1.935
ΔE to the lowest compared entry with this formula, charge and spin in eV: 0.000
Net charge: -1
Frontier orbital gap in eV: 7.4

Positions of all 122 atoms, in Å:
Zr: -0.697 0.045 0.324
C: 5.167 -2.950 -1.417
C: 3.911 -3.761 -1.735
N: 2.858 -3.614 -0.723
C: 2.857 -4.569 0.389
C: 3.531 -4.050 1.655
C: 1.995 -2.573 -0.760
S: 0.824 -2.415 0.439
N: 2.224 -1.718 -1.795
C: 1.600 -0.595 -2.004
O: 0.634 -0.055 -1.350
C: 2.115 0.169 -3.184
C: 3.331 -0.159 -3.780
C: 3.790 0.569 -4.869
C: 3.037 1.626 -5.372
C: 1.822 1.948 -4.782
C: 1.371 1.219 -3.691
H: 5.822 -2.902 -2.293
H: 5.734 -3.393 -0.594
H: 4.885 -1.933 -1.134
H: 4.147 -4.824 -1.795
H: 3.509 -3.449 -2.693
H: 3.367 -5.463 0.034
H: 1.821 -4.826 0.609
H: 4.548 -3.706 1.450
H: 3.574 -4.849 2.401
H: 2.968 -3.215 2.069
H: 3.909 -0.979 -3.373
H: 4.737 0.309 -5.329
H: 3.397 2.192 -6.225
H: 1.221 2.764 -5.169
H: 0.431 1.441 -3.226
O: -3.696 -4.742 0.165
C: -3.547 -4.446 1.465
C: -4.102 -5.324 2.397
C: -3.979 -5.082 3.751
C: -3.304 -3.953 4.211
C: -2.756 -3.082 3.292
C: -2.856 -3.311 1.918
C: -2.210 -2.354 1.003
O: -1.475 -1.399 1.515
N: -2.364 -2.519 -0.274
N: -1.643 -1.617 -1.068
C: -1.957 -1.733 -2.314
S: -3.264 -2.777 -2.835
C: -3.321 -2.062 -4.499
C: -1.896 -1.820 -4.938
S: -1.058 -0.949 -3.593
H: -3.247 -4.019 -0.336
H: -4.629 -6.193 2.020
H: -4.412 -5.779 4.458
H: -3.209 -3.758 5.273
H: -2.247 -2.184 3.609
H: -3.881 -1.130 -4.441
H: -3.834 -2.770 -5.150
H: -1.834 -1.181 -5.820
H: -1.369 -2.755 -5.120
O: -4.141 1.964 1.649
Cl: -3.274 0.852 1.527
O: -3.488 -0.062 2.596
O: -3.346 0.140 0.250
O: -1.848 1.367 1.509
C: -0.794 3.977 0.443
C: -0.365 5.450 0.228
N: 1.097 5.570 0.297
C: 1.556 4.913 1.524
C: 1.257 3.390 1.472
N: 0.378 3.078 0.329
C: 1.088 3.414 -0.915
C: 1.668 4.852 -0.844
H: -1.555 3.683 -0.269
H: -1.215 3.837 1.438
H: -0.804 6.098 0.988
H: -0.687 5.815 -0.750
H: 1.050 5.389 2.368
H: 2.627 5.093 1.633
H: 0.758 3.052 2.379
H: 2.174 2.814 1.373
H: 0.378 3.322 -1.723
H: 1.882 2.690 -1.089
H: 1.444 5.409 -1.756
H: 2.753 4.833 -0.720
C: 1.475 1.517 4.593
Si: 0.186 0.417 3.722
C: -1.355 1.265 4.360
C: 0.191 -1.290 4.524
N: 0.669 0.333 2.023
C: 2.053 0.068 1.864
C: 2.741 0.480 0.710
C: 4.096 0.266 0.520
C: 4.855 -0.379 1.488
C: 4.209 -0.796 2.642
C: 2.850 -0.579 2.827
H: 1.769 1.089 5.560
H: 1.039 2.502 4.793
H: 2.385 1.663 4.007
H: -1.126 1.504 5.404
H: -2.243 0.636 4.335
H: -1.588 2.199 3.840
H: -0.722 -1.468 5.102
H: 1.038 -1.408 5.209
H: 0.265 -2.066 3.755
H: 2.181 0.994 -0.049
H: 4.561 0.621 -0.396
H: 5.919 -0.540 1.352
H: 4.767 -1.311 3.418
H: 2.397 -0.940 3.741
F: -2.842 2.486 -4.518
C: -2.360 2.911 -3.365
F: -1.027 2.973 -3.475
F: -2.779 4.142 -3.133
S: -2.888 1.717 -1.987
O: -1.579 1.378 -1.344
O: -3.561 0.656 -2.665
N: -3.740 2.638 -1.067
S: -5.245 3.063 -1.443
O: -5.626 4.127 -0.572
O: -5.476 3.164 -2.859
C: -6.377 1.659 -0.976
F: -7.592 2.209 -0.849
F: -6.051 1.060 0.157
F: -6.415 0.755 -1.950

Forces on atoms 1 to 3 (eV/Å):
Zr 2.36 -0.65 -1.07
C -0.02 -0.04 0.01
C -0.02 0.18 0.18

Atom charges from the Löwdin analysis, given in e for atoms 1 to 99:
1 Zr 1.799
2 C -0.076
3 C -0.205
4 N -0.118
5 C -0.242
6 C -0.080
7 C -0.644
8 S 0.894
9 N 0.126
10 C -0.470
11 O -0.280
12 C -0.150
13 C -0.019
14 C -0.084
15 C -0.091
16 C -0.064
17 C -0.072
18 H 0.071
19 H 0.065
20 H 0.051
21 H 0.108
22 H 0.101
23 H 0.108
24 H 0.085
25 H 0.064
26 H 0.076
27 H 0.033
28 H 0.097
29 H 0.098
30 H 0.098
31 H 0.103
32 H 0.058
33 O 0.050
34 C -0.265
35 C -0.022
36 C -0.091
37 C -0.086
38 C -0.021
39 C -0.057
40 C -0.448
41 O -0.344
42 N 0.007
43 N -0.174
44 C -0.839
45 S 0.996
46 C -0.507
47 C -0.484
48 S 1.035
49 H 0.039
50 H 0.113
51 H 0.098
52 H 0.098
53 H 0.086
54 H 0.068
55 H 0.079
56 H 0.083
57 H 0.075
58 O -0.251
59 Cl 0.759
60 O -0.263
61 O -0.369
62 O -0.501
63 C -0.149
64 C -0.145
65 N -0.160
66 C -0.150
67 C -0.152
68 N -0.143
69 C -0.150
70 C -0.150
71 H 0.082
72 H 0.115
73 H 0.113
74 H 0.115
75 H 0.114
76 H 0.111
77 H 0.091
78 H 0.103
79 H 0.090
80 H 0.102
81 H 0.112
82 H 0.113
83 C -0.180
84 Si 0.438
85 C -0.179
86 C -0.173
87 N -0.219
88 C -0.408
89 C -0.088
90 C -0.093
91 C -0.119
92 C -0.104
93 C -0.092
94 H 0.033
95 H 0.023
96 H 0.022
97 H 0.040
98 H 0.012
99 H 0.031

=====

(2)
A molecular structure, C39H50N4P2S3Zn. Source: the OMol25 dataset; level of theory: ωB97M-V/def2-TZVPD.

## Properties
Spin multiplicity: 1
E_LUMO in eV: -0.350
ΔE to the lowest compared entry with this formula, charge and spin in eV: 0.000
Net charge: 0
Frontier orbital gap in eV: 6.3

Positions of all 99 atoms, in Å:
Zn: 0.790 -0.134 -1.100
C: 5.094 -0.158 1.528
C: 4.081 0.090 0.414
C: 4.036 1.567 0.036
P: 2.371 -0.523 0.689
C: 2.585 -2.258 1.316
C: 1.778 -3.220 0.443
C: 2.290 -2.466 2.797
C: 1.591 0.567 1.904
C: 2.148 0.819 3.164
C: 1.664 1.772 4.036
C: 2.278 2.006 5.389
C: 0.587 2.540 3.579
C: 0.004 2.328 2.353
C: 0.452 1.307 1.474
N: -0.109 1.077 0.254
C: -1.335 1.613 -0.138
C: -2.464 1.671 0.687
C: -3.660 2.195 0.231
C: -3.801 2.680 -1.066
C: -5.109 3.233 -1.561
C: -2.694 2.593 -1.899
C: -1.481 2.059 -1.473
P: -0.038 1.766 -2.541
C: -0.618 1.503 -4.275
C: -1.826 0.559 -4.323
C: -0.861 2.753 -5.119
C: 0.885 3.361 -2.567
C: 1.107 3.894 -1.153
C: 2.210 3.157 -3.303
H: 6.087 0.141 1.185
H: 5.156 -1.205 1.827
H: 4.867 0.440 2.411
H: 4.386 -0.469 -0.479
H: 3.741 2.184 0.888
H: 3.325 1.750 -0.770
H: 5.019 1.897 -0.304
H: 3.642 -2.476 1.134
H: 0.710 -3.079 0.598
H: 2.025 -4.254 0.697
H: 1.988 -3.070 -0.617
H: 1.295 -2.104 3.056
H: 3.008 -1.955 3.440
H: 2.333 -3.532 3.031
H: 3.004 0.232 3.479
H: 3.151 1.368 5.535
H: 1.575 1.792 6.197
H: 2.602 3.041 5.510
H: 0.200 3.338 4.205
H: -0.809 2.968 2.041
H: -2.399 1.292 1.698
H: -4.511 2.224 0.904
H: -5.706 3.630 -0.740
H: -5.706 2.463 -2.056
H: -4.953 4.037 -2.281
H: -2.782 2.960 -2.915
H: 0.231 0.964 -4.711
H: -2.760 1.121 -4.318
H: -1.859 -0.130 -3.480
H: -1.799 -0.039 -5.236
H: -1.650 3.380 -4.700
H: -1.177 2.459 -6.123
H: 0.032 3.368 -5.227
H: 0.273 4.084 -3.115
H: 1.648 3.179 -0.532
H: 0.164 4.113 -0.651
H: 1.693 4.815 -1.197
H: 2.835 2.435 -2.776
H: 2.757 4.100 -3.369
H: 2.074 2.776 -4.317
S: 2.643 -0.997 -2.934
C: 1.199 -1.888 -3.060
N: 0.149 -1.659 -2.282
C: -0.941 -2.450 -2.589
C: -2.192 -2.362 -1.984
C: -3.195 -3.212 -2.413
C: -2.962 -4.135 -3.437
C: -1.725 -4.214 -4.053
C: -0.716 -3.360 -3.624
S: 0.912 -3.169 -4.215
H: -2.363 -1.629 -1.203
H: -4.173 -3.155 -1.954
H: -3.760 -4.792 -3.757
H: -1.549 -4.920 -4.853
N: -1.722 -3.916 6.034
C: -2.271 -4.286 4.867
S: -3.201 -5.631 4.718
C: -1.973 -3.367 3.717
C: -2.082 -3.826 2.412
C: -1.773 -2.967 1.370
N: -1.391 -1.699 1.537
C: -1.316 -1.260 2.791
C: -1.585 -2.045 3.901
H: -1.879 -4.501 6.837
H: -1.060 -3.164 6.100
H: -2.391 -4.844 2.222
H: -1.820 -3.327 0.348
H: -1.012 -0.227 2.920
H: -1.517 -1.587 4.879

Forces on atoms 1 to 3 (eV/Å):
Zn 0.15 0.29 -0.03
C 0.04 0.05 0.03
C 0.11 0.01 -0.09

For each atom in turn, the Löwdin charge in e is:
1 Zn 0.411
2 C -0.102
3 C -0.544
4 C -0.112
5 P 1.059
6 C -0.511
7 C -0.116
8 C -0.099
9 C -0.303
10 C -0.075
11 C -0.291
12 C -0.060
13 C -0.044
14 C -0.036
15 C -0.339
16 N -0.077
17 C -0.318
18 C -0.035
19 C -0.037
20 C -0.280
21 C -0.056
22 C -0.049
23 C -0.288
24 P 1.076
25 C -0.524
26 C -0.101
27 C -0.111
28 C -0.537
29 C -0.102
30 C -0.114
31 H 0.082
32 H 0.065
33 H 0.067
34 H 0.086
35 H 0.083
36 H 0.033
37 H 0.087
38 H 0.096
39 H 0.046
40 H 0.084
41 H 0.049
42 H 0.058
43 H 0.065
44 H 0.082
45 H 0.086
46 H 0.071
47 H 0.075
48 H 0.077
49 H 0.115
50 H 0.104
51 H 0.100
52 H 0.112
53 H 0.073
54 H 0.080
55 H 0.075
56 H 0.095
57 H 0.099
58 H 0.074
59 H 0.046
60 H 0.086
61 H 0.068
62 H 0.083
63 H 0.062
64 H 0.102
65 H 0.052
66 H 0.075
67 H 0.084
68 H 0.051
69 H 0.083
70 H 0.068
71 S 0.516
72 C -1.175
73 N -0.096
74 C -0.337
75 C -0.055
76 C -0.081
77 C -0.091
78 C -0.088
79 C -0.468
80 S 1.027
81 H 0.109
82 H 0.105
83 H 0.101
84 H 0.107
85 N 0.084
86 C -0.833
87 S 0.673
88 C -0.230
89 C -0.026
90 C -0.132
91 N 0.099
92 C -0.134
93 C -0.015
94 H 0.098
95 H 0.094
96 H 0.087
97 H 0.092
98 H 0.095
99 H 0.110